A 2-piece molecular cluster, C25H32F6N3 overall in a non-equilibrium geometry. Source: OMol25; level of theory: wB97M-V/def2-TZVPD.

Last column: natural (NBO) charge in e.
Geometry (Å):
1 C -2.4654 0.7477 2.8079  -0.41
2 N -2.1111 1.9608 2.0249  -0.46
3 C -3.0640 2.2415 0.9160  -0.22
4 C -2.5600 3.3655 0.0027  -0.40
5 C -2.2932 4.6408 0.8194  -0.40
6 C -1.3301 4.3351 1.9781  -0.40
7 C -1.8762 3.1861 2.8332  -0.22
8 H -1.7044 0.5484 3.5619  0.19
9 H -3.4242 0.8845 3.3070  0.18
10 H -2.5309 -0.1219 2.1544  0.20
11 H -3.2414 1.3186 0.3533  0.20
12 H -4.0245 2.5175 1.3607  0.17
13 H -1.6331 3.0461 -0.4900  0.19
14 H -3.2739 3.5628 -0.8101  0.22
15 H -1.9004 5.4452 0.1803  0.21
16 H -3.2412 5.0208 1.2232  0.21
17 H -0.3482 4.0556 1.5745  0.18
18 H -1.1553 5.2316 2.5901  0.22
19 H -2.8277 3.4727 3.2903  0.17
20 H -1.2005 2.9449 3.6606  0.20
21 C 2.7044 -5.4671 2.7305  -0.41
22 N 1.8449 -4.4234 3.2861  -0.46
23 C 0.8009 -4.9194 4.1901  -0.29
24 C -0.3898 -5.4457 3.3784  0.96
25 F -1.3470 -5.8535 4.2319  -0.31
26 F -0.8545 -4.4591 2.5916  -0.32
27 F 0.0510 -6.4702 2.6272  -0.32
28 C 1.6074 -3.2200 2.5657  0.29
29 C 1.6738 -1.9789 3.2152  -0.21
30 C 1.4608 -0.8182 2.5309  -0.09
31 C 1.1450 -0.8281 1.1523  -0.19
32 C 1.0647 0.4084 0.4777  0.15
33 C 0.9603 0.6863 -0.9031  -0.19
34 C 0.8043 2.0350 -1.2983  -0.10
35 C 0.6300 2.3691 -2.6106  -0.19
36 C 0.6114 1.3888 -3.6138  0.27
37 N 0.4369 1.7470 -4.9854  -0.50
38 C -0.8733 1.6123 -5.6252  -0.40
39 C 1.5852 1.6791 -5.9000  -0.29
40 C 1.9381 0.2330 -6.2782  0.96
41 F 2.6908 0.2615 -7.3940  -0.31
42 F 2.6192 -0.3250 -5.2636  -0.33
43 F 0.7927 -0.4341 -6.4903  -0.33
44 C 0.8392 0.0565 -3.2398  -0.26
45 C 1.0369 -0.2830 -1.9324  -0.05
46 C 0.9289 -2.0902 0.5496  -0.10
47 C 1.1837 -3.2468 1.2276  -0.25
48 H 3.4602 -5.0232 2.0873  0.22
49 H 3.2034 -6.0105 3.5299  0.22
50 H 2.1066 -6.1631 2.1475  0.20
51 H 1.1986 -5.7237 4.8069  0.24
52 H 0.4704 -4.1145 4.8457  0.23
53 H 1.9107 -1.9660 4.2631  0.23
54 H 1.5322 0.1244 3.0449  0.23
55 H 1.1061 1.2751 1.1135  0.23
56 H 0.8627 2.8084 -0.5503  0.23
57 H 0.5398 3.3988 -2.9046  0.24
58 H -1.6563 1.6031 -4.8716  0.21
59 H -1.0513 2.4359 -6.3118  0.21
60 H -0.9152 0.6773 -6.1769  0.20
61 H 1.3607 2.2430 -6.8044  0.24
62 H 2.4490 2.1410 -5.4205  0.23
63 H 0.9066 -0.6870 -4.0146  0.25
64 H 1.3582 -1.2821 -1.7104  0.21
65 H 0.4569 -2.1555 -0.4128  0.23
66 H 0.9602 -4.1999 0.7812  0.24

The orbital gap comes out at 5.29 eV. The calculation puts the HOMO energy at -10.70 eV. The LUMO energy comes out at -5.42 eV. As for the charge: +1. As for the electronic energy: -47212.4837 eV.

***

An isolated molecule of C25H32FN3O4S in a non-equilibrium geometry. Source: OMol25; level of theory: wB97M-V/def2-TZVPD.

Last column: natural (NBO) charge in e.
Geometry (Å):
1 C -10.0754 -0.9053 1.2808  -0.62
2 C -8.6581 -1.3514 0.9567  -0.06
3 O -7.9889 -0.2504 0.3708  -0.51
4 C -6.7027 -0.3881 -0.0312  0.40
5 C -5.9521 -1.5532 0.1050  -0.32
6 C -4.6403 -1.5893 -0.3378  -0.15
7 C -4.0862 -0.4680 -0.9150  -0.37
8 C -4.8217 0.6954 -1.0591  -0.17
9 C -6.1315 0.7560 -0.6226  -0.07
10 C -6.9568 1.9956 -0.7617  -0.63
11 H -7.3056 2.3244 0.2158  0.22
12 H -7.8385 1.7900 -1.3664  0.23
13 H -6.3813 2.7908 -1.2255  0.22
14 H -4.3515 1.5466 -1.5272  0.24
15 S -2.3874 -0.5337 -1.4533  2.32
16 O -2.1465 -1.7730 -2.1348  -0.94
17 O -2.0683 0.6868 -2.1414  -0.95
18 N -1.6239 -0.6495 0.0437  -0.68
19 C -0.3627 -1.3559 0.0441  -0.23
20 C 0.7970 -0.4682 -0.4092  -0.42
21 H 0.6141 -0.1506 -1.4376  0.23
22 H 1.7255 -1.0406 -0.3809  0.21
23 C 0.8705 0.7744 0.4880  -0.32
24 C 2.0079 1.6870 0.0416  0.71
25 O 1.8075 2.6647 -0.6526  -0.63
26 N 3.2622 1.3746 0.4577  -0.45
27 C 3.7048 0.2400 1.2299  -0.22
28 H 2.8681 -0.3713 1.5579  0.21
29 C 4.6772 -0.6270 0.4138  -0.22
30 N 5.7795 0.1976 -0.0198  -0.44
31 C 7.0671 -0.2897 -0.1454  0.09
32 C 7.3961 -1.6476 -0.2386  0.40
33 C 8.6994 -2.0984 -0.2953  -0.28
34 C 9.7437 -1.1928 -0.2835  -0.23
35 C 9.4569 0.1602 -0.2076  -0.21
36 C 8.1514 0.5987 -0.1327  -0.22
37 H 7.9553 1.6560 -0.0435  0.21
38 H 10.2593 0.8823 -0.1940  0.22
39 H 10.7633 -1.5392 -0.3355  0.22
40 H 8.8741 -3.1606 -0.3679  0.23
41 F 6.4189 -2.5944 -0.3005  -0.35
42 C 5.3275 1.3151 -0.8217  -0.22
43 H 6.1763 1.9042 -1.1634  0.22
44 C 4.3778 2.1818 0.0039  -0.23
45 H 3.9765 2.9994 -0.5961  0.25
46 H 4.9053 2.5862 0.8751  0.19
47 H 4.7845 0.9454 -1.7061  0.19
48 H 5.0402 -1.4272 1.0571  0.22
49 H 4.1450 -1.0710 -0.4415  0.18
50 H 4.2354 0.6143 2.1156  0.20
51 C -0.4643 1.5158 0.3812  -0.41
52 C -1.6077 0.5894 0.7913  -0.23
53 H -1.5264 0.3321 1.8546  0.20
54 H -2.5712 1.0747 0.6256  0.22
55 H -0.6119 1.8374 -0.6499  0.25
56 H -0.4566 2.4008 1.0193  0.22
57 H 1.0199 0.4716 1.5307  0.20
58 H -0.1849 -1.7274 1.0604  0.19
59 H -0.4843 -2.2035 -0.6311  0.24
60 H -4.0436 -2.4821 -0.2488  0.24
61 H -6.3803 -2.4359 0.5521  0.22
62 H -8.1394 -1.6637 1.8734  0.17
63 H -8.6771 -2.1971 0.2563  0.17
64 H -10.6263 -1.7243 1.7337  0.22
65 H -10.0523 -0.0660 1.9703  0.21
66 H -10.5828 -0.5929 0.3724  0.22

The orbital gap comes out at 8.64 eV. The calculation puts the HOMO energy at -7.98 eV. The LUMO energy comes out at 0.66 eV. Its SMILES is CCOc1ccc(S(=O)(=O)N2CCC(C(=O)N3CCN(c4ccccc4F)CC3)CC2)cc1C. The calculation puts the energy relative to the best compared isomer or geometry (same formula, charge and spin) at 0.0 kcal per mole. As for the electronic energy: -52657.5325 eV.

***

C25H32FO2Ru as an isolated structure in a non-equilibrium geometry. Source: OMol25; level of theory: wB97M-V/def2-TZVPD.

Last column: Löwdin spin population.
Geometry (Å):
1 O -0.8530 -0.8219 -1.9028  0.05
2 C -1.5517 0.1136 -2.8632  0.00
3 C -0.9841 -0.5246 -4.1050  0.00
4 H -1.2392 1.1552 -2.7175  0.00
5 H -2.6406 0.0080 -2.7813  0.00
6 C -0.5147 -1.5925 -3.1222  0.00
7 H -0.1347 0.0177 -4.5384  0.00
8 H -1.6967 -0.8615 -4.8665  0.00
9 C 0.9611 -1.8755 -3.2622  0.00
10 H 1.5311 -0.9426 -3.3765  0.00
11 H 1.1187 -2.5011 -4.1506  0.00
12 H 1.3405 -2.4246 -2.3957  0.00
13 C -1.3932 -2.8253 -3.2199  0.00
14 H -2.4471 -2.5149 -3.1898  0.00
15 H -1.1562 -3.4990 -2.3924  0.00
16 H -1.2025 -3.3446 -4.1702  0.00
17 Ru -0.5400 -0.9060 0.8651  2.88
18 C -2.4034 -1.1409 2.0641  0.12
19 C -2.2928 0.1693 2.5903  0.26
20 C -2.2151 1.0911 1.5240  0.25
21 H -2.2754 0.4102 3.6468  0.01
22 C -2.3568 0.3828 0.3028  0.14
23 C -2.4990 -1.0350 0.6150  0.03
24 H -2.8583 -1.8072 -0.0574  0.01
25 H -2.5304 -2.0474 2.6543  0.01
26 H -2.1111 2.1667 1.6168  0.01
27 H -2.5172 0.8490 -0.6584  0.01
28 C 0.3514 -2.4115 2.3252  0.16
29 C -0.3438 -2.9506 1.1850  0.05
30 C 0.4003 -2.5764 -0.0009  0.09
31 H -1.1777 -3.6482 1.2054  0.00
32 C 1.6288 -1.9496 0.4532  0.18
33 C 1.5985 -1.8909 1.8665  0.21
34 H 2.4047 -1.5288 2.5033  0.01
35 H 0.0280 -2.4809 3.3643  0.01
36 H 0.1662 -2.8716 -1.0089  0.01
37 H 2.4508 -1.6339 -0.1815  0.01
38 O 2.2972 1.8307 -2.2297  0.00
39 C 1.5753 1.1290 -1.2044  0.01
40 C 0.3800 1.9698 -0.7203  0.02
41 H 2.2443 0.8680 -0.3600  0.00
42 H 1.2084 0.1744 -1.6041  0.00
43 C 0.7722 3.3955 -1.1021  0.00
44 H 0.1889 1.8697 0.3555  0.01
45 H -0.5250 1.6362 -1.2403  0.00
46 C 1.9695 3.2324 -2.0508  0.00
47 H 1.1317 3.9289 -0.2150  0.00
48 H -0.0468 3.9618 -1.5512  0.00
49 H 2.8483 3.7231 -1.6027  0.00
50 H 1.8074 3.7074 -3.0297  0.00
51 F 1.7097 3.0961 5.7272  0.00
52 C 1.4268 2.1972 4.7231  -0.01
53 C 1.8953 2.4380 3.4336  0.02
54 C 1.4302 1.6199 2.3749  0.04
55 C 0.5562 0.5862 2.6409  0.33
56 C 0.2105 0.3091 3.9445  0.03
57 C 0.6084 1.1120 5.0236  0.01
58 H 2.5965 3.2603 3.2572  0.00
59 H 1.8188 1.8460 1.3802  0.00
60 H -0.4344 -0.5306 4.1869  0.00
61 H 0.2855 0.8823 6.0412  0.00

The orbital gap (spin up / spin down) comes out at 6.18 / 7.36 eV. The calculation puts the HOMO energy (spin up / spin down) at -5.62 / -8.17 eV. The LUMO energy (spin up / spin down) comes out at 0.56 / -0.81 eV. Its multiplicity is 6. The calculation puts the energy relative to the best compared isomer or geometry (same formula, charge and spin) at 6.3 kcal per mole. As for the electronic energy: -35829.2388 eV.